No. 1
{
  "formula": "C63H46BBrClF17NO11P",
  "method": "the ωB97M-V functional and the def2-TZVPD basis",
  "elements": ["Br", "Cl", "P", "F", "F", "F", "F", "F", "F", "F", "F", "F", "F", "F", "F", "F", "F", "F", "F", "F", "O", "O", "O", "O", "O", "O", "O", "O", "O", "O", "O", "N", "C", "C", "C", "C", "C", "C", "C", "C", "C", "C", "C", "C", "C", "C", "C", "C", "C", "C", "C", "C", "C", "C", "C", "C", "C", "C", "C", "C", "C", "C", "C", "C", "C", "C", "C", "C", "C", "C", "C", "C", "C", "C", "C", "C", "C", "C", "C", "C", "C", "C", "C", "C", "C", "C", "C", "C", "C", "C", "C", "C", "C", "C", "C", "B", "H", "H", "H", "H", "H", "H", "H", "H", "H", "H", "H", "H", "H", "H", "H", "H", "H", "H", "H", "H", "H", "H", "H", "H", "H", "H", "H", "H", "H", "H", "H", "H", "H", "H", "H", "H", "H", "H", "H", "H", "H", "H", "H", "H", "H", "H"],
  "xyz": [[3.4740, -1.3060, 2.7088], [-0.3759, 1.4543, 0.5414], [0.9360, -2.3004, 3.1240], [-9.5160, -0.5228, 5.3768], [-5.6171, 1.4990, 4.4629], [-6.0806, 0.9218, 0.7655], [-11.3826, 0.2343, 4.0093], [-7.6277, -0.9658, 1.2738], [-7.4410, 1.9200, 2.2076], [-5.2026, 2.8858, 2.7609], [-10.3103, -0.5407, 2.1991], [-10.2671, 1.6858, 2.7254], [-5.8140, -1.4001, 2.5162], [-2.7436, 1.0752, 5.1049], [-6.9318, -1.0171, 4.8856], [-8.3874, -2.1199, 3.5874], [-4.0151, -0.8290, 4.6945], [-3.5467, 0.1578, 1.7176], [-8.5098, 1.3749, 4.7852], [-2.9195, 2.0704, 2.7266], [1.8490, -3.5222, -2.9587], [-1.6640, -4.3828, -0.8919], [6.7671, -5.1627, -4.2232], [7.5546, 4.3850, 4.2050], [2.6952, 2.6521, 3.2242], [-5.0900, -0.8060, -3.8084], [-7.4043, 3.2672, -6.3601], [3.1369, 1.4474, 0.5397], [9.7908, 5.7726, -0.4360], [-1.3442, -5.8600, 0.8118], [-0.3295, -3.3840, 2.6950], [1.4850, -0.3406, 0.2360], [-3.7768, 0.9277, 2.8709], [4.1575, -3.3046, -2.5848], [-6.4625, -1.3960, -6.1700], [6.2999, 3.5021, 1.8711], [5.4419, -3.7523, -2.8953], [-3.1405, 0.1158, 4.1093], [6.5470, -3.1986, -2.2478], [-5.0776, 4.1163, -2.9875], [-5.5938, 0.1281, -4.4092], [9.3539, 5.4333, 3.1202], [4.4567, -5.4354, -4.5401], [-6.8531, 2.3403, -5.7932], [9.2944, 5.4318, 0.6236], [9.9663, 5.7899, 4.3223], [2.7430, 0.9031, 5.1822], [0.5262, -0.4884, 2.5785], [-5.8405, 3.8834, -4.1268], [2.2387, -6.6735, -5.6839], [-1.7208, -2.1950, -2.0909], [2.0614, -5.6453, -4.7648], [-4.5066, 3.0482, -2.2992], [-7.8440, -0.5702, -7.9652], [9.9482, 5.7785, 1.9064], [6.3682, -2.1935, -1.3033], [-2.5385, -3.2608, -1.2297], [-5.4390, 1.5126, -3.9093], [-2.1336, -5.0608, 0.2660], [-4.6859, 1.7486, -2.7582], [-10.1852, 0.3673, 3.2472], [-1.1007, -0.9795, -1.2543], [5.6428, -4.8094, -3.9122], [6.2567, 3.5366, -0.5391], [4.6310, -6.4578, -5.4735], [-7.7419, 0.7193, -7.4563], [11.1775, 6.4717, 4.3096], [2.9719, -3.9165, -3.2274], [-1.8056, -0.6909, 3.7356], [-6.9603, -0.5347, 2.4617], [-5.2472, 1.4873, 3.0839], [0.1747, -0.2753, 1.0022], [2.0540, 0.1332, 2.5029], [-6.3631, -0.1046, -5.6523], [7.4633, 4.2713, 1.8623], [11.1668, 6.4580, 1.8981], [3.9838, -2.2847, -1.6502], [-6.4143, 0.9182, 2.1584], [5.0870, -1.7308, -1.0122], [-6.9913, 0.9569, -6.3045], [3.5234, -7.0745, -6.0436], [-7.7905, -0.8280, 3.7600], [5.7009, 3.1304, 0.6724], [-0.6837, -1.4018, 0.2576], [1.0186, -2.4088, 5.0236], [2.3552, 0.5868, 0.9798], [8.0327, 4.6571, 0.6485], [-6.0275, 2.5797, -4.5876], [-0.4861, 0.2041, 3.6429], [-7.1968, -1.6263, -7.3276], [3.1706, -5.0198, -4.1943], [11.7815, 6.7993, 3.0978], [-8.9505, 0.1365, 4.2326], [8.0820, 4.6761, 3.1447], [7.4201, 4.2976, -0.5529], [2.4969, 1.2555, 3.5958], [-3.9174, 3.2300, -1.4060], [3.6610, -7.8721, -6.7664], [9.5030, 5.5332, 5.2693], [-1.8976, -0.1567, -1.1944], [0.0839, -2.9743, 5.3822], [-3.0770, -2.8142, -0.3212], [1.0579, -5.3357, -4.4914], [-5.9648, -2.2233, -5.6749], [1.3746, -7.1620, -6.1224], [2.9883, -1.9232, -1.4144], [11.6542, 6.7447, 5.2454], [-3.1843, -4.9169, 0.6896], [-1.9464, -1.3897, 2.8316], [3.6774, 2.7302, 3.1467], [1.1107, -1.4013, 5.5435], [11.6412, 6.7190, 0.9577], [-8.4245, -0.7524, -8.8636], [12.7317, 7.3232, 3.0888], [-3.3635, -3.6877, -1.9061], [7.8510, 4.6062, -1.4997], [0.0234, -3.9570, 1.9737], [-0.0027, -2.3298, 0.1974], [1.9346, -3.0257, 5.3415], [-0.8936, -2.7380, -2.6700], [4.9473, -0.9398, -0.2819], [-0.0353, 0.2360, 4.7001], [7.2280, -1.7691, -0.7953], [-4.9294, 5.1314, -2.6340], [3.3099, -0.0685, 5.3462], [7.5475, -3.5521, -2.4749], [4.7988, 2.5252, 0.6819], [-6.2851, 4.7198, -4.6562], [5.6292, -6.7778, -5.7540], [-1.6585, -1.6807, 0.7699], [-4.2347, 0.9208, -2.2205], [1.7773, 0.9614, 5.7996], [-0.2118, -0.5817, -1.8563], [1.4647, 0.1204, -0.6877], [-0.6406, 1.2839, 3.3251], [-1.6425, -1.4117, 4.6219], [-7.2668, -2.6304, -7.7327], [3.4124, 1.7498, 5.5917], [-2.4380, -1.7730, -2.8856], [5.8608, 3.1878, 2.8127], [5.7843, 3.2542, -1.4743], [-8.2437, 1.5387, -7.9603]],
  "gap_ha": 0.244,
  "e_tot_ha": -8408.76370,
  "de_lowest_kj_mol": 733.7,
  "max_force_ev_per_a": 4.34,
  "total_charge": 0,
  "multiplicity": 1
}

No. 2
{
  "formula": "C78H173N7O12",
  "method": "the ωB97M-V functional and the def2-TZVPD basis",
  "elements": ["O", "O", "O", "O", "O", "O", "O", "O", "O", "O", "O", "O", "N", "N", "N", "N", "N", "N", "N", "C", "C", "C", "C", "C", "C", "C", "C", "C", "C", "C", "C", "C", "C", "C", "C", "C", "C", "C", "C", "C", "C", "C", "C", "C", "C", "C", "C", "C", "C", "C", "C", "C", "C", "C", "C", "C", "C", "C", "C", "C", "C", "C", "C", "C", "C", "C", "C", "C", "C", "C", "C", "C", "C", "C", "C", "C", "C", "C", "C", "C", "C", "C", "C", "C", "C", "C", "C", "C", "C", "C", "C", "C", "C", "C", "C", "C", "C", "H", "H", "H", "H", "H", "H", "H", "H", "H", "H", "H", "H", "H", "H", "H", "H", "H", "H", "H", "H", "H", "H", "H", "H", "H", "H", "H", "H", "H", "H", "H", "H", "H", "H", "H", "H", "H", "H", "H", "H", "H", "H", "H", "H", "H", "H", "H", "H", "H", "H", "H", "H", "H", "H", "H", "H", "H", "H", "H", "H", "H", "H", "H", "H", "H", "H", "H", "H", "H", "H", "H", "H", "H", "H", "H", "H", "H", "H", "H", "H", "H", "H", "H", "H", "H", "H", "H", "H", "H", "H", "H", "H", "H", "H", "H", "H", "H", "H", "H", "H", "H", "H", "H", "H", "H", "H", "H", "H", "H", "H", "H", "H", "H", "H", "H", "H", "H", "H", "H", "H", "H", "H", "H", "H", "H", "H", "H", "H", "H", "H", "H", "H", "H", "H", "H", "H", "H", "H", "H", "H", "H", "H", "H", "H", "H", "H", "H", "H", "H", "H", "H", "H", "H", "H", "H", "H", "H", "H", "H", "H", "H", "H", "H", "H", "H", "H", "H", "H", "H", "H", "H", "H", "H"],
  "xyz": [[-1.1238, -4.5966, -1.9252], [4.5652, -0.8381, -2.2558], [8.5162, 5.6729, 0.9695], [-3.3377, -4.5060, -3.5867], [0.5492, -2.6536, -3.1777], [-2.6085, -1.8300, 2.0249], [-1.8463, -2.0410, -4.3828], [-0.7248, -2.2099, -0.3340], [7.2303, -2.9956, 2.2815], [-3.3793, 1.2407, 1.8867], [2.4403, 5.2523, 3.6333], [-0.6263, 4.5679, -5.4018], [-1.0947, 3.8486, -4.3020], [-2.5528, -2.7326, 3.1211], [6.3997, -1.8890, 2.5823], [-4.6286, -4.9089, -3.8702], [-4.7533, 1.4957, 2.0188], [1.1545, 4.8209, 2.9270], [7.2756, 4.9644, 0.7067], [-0.0523, 4.1576, -3.2456], [4.6254, 0.6051, -2.2772], [6.3176, -2.8036, 5.0199], [-2.8294, 3.7122, -2.6140], [-2.2207, -4.5059, 1.2909], [-1.1634, -3.7003, 4.9801], [-6.0443, -6.3816, -5.3620], [-7.5553, 1.1202, 2.3016], [1.6500, -3.0766, -5.2766], [-3.1739, -0.7279, -5.8059], [0.4982, 3.7325, 3.5952], [-5.3713, -0.4848, 0.5703], [4.3253, 1.0669, -3.6971], [-5.4764, 1.0985, 0.8029], [-6.9500, 1.4796, 0.9305], [3.6152, 1.1150, -1.2692], [-1.7129, 4.7263, 2.7209], [-4.7835, 1.6465, -0.5433], [-4.4062, -3.9632, 2.2679], [1.2262, 3.3583, -3.7178], [6.5199, -1.6301, 4.0369], [5.0887, -2.2046, 0.4823], [0.1596, 6.8762, 3.8294], [6.1024, 2.9008, 0.8630], [8.4881, 2.9671, 0.1897], [-4.5791, -6.0503, -4.8603], [7.9160, -1.0156, 4.2942], [-2.4933, 4.3096, -3.9829], [-0.8660, 5.8088, 1.8868], [-1.8874, -0.3792, -1.5598], [5.6010, -0.4128, 4.4142], [-1.8296, 4.0527, -1.5236], [4.8378, 5.0212, 0.7190], [1.4068, 2.4952, 3.4276], [2.6629, -3.9172, -3.0771], [6.1070, 6.1788, 2.7234], [-1.1977, -1.2652, 4.4136], [0.4801, 6.0730, 2.5213], [-4.9977, -0.1022, 3.9954], [-2.5694, 5.8224, -3.9467], [-6.8132, -6.6563, -3.9940], [-5.4538, -3.6417, -2.0414], [-4.4881, 2.3527, 4.2772], [0.2082, 3.9732, 5.1045], [0.3910, -5.6270, -0.3602], [-2.7627, -5.0815, 3.7506], [-0.8556, 3.4999, 2.9034], [1.3919, 6.8493, 1.6085], [-1.2631, -2.6201, 3.8129], [-3.4666, 3.8079, -5.0581], [-0.4753, 3.5410, -1.9575], [6.1276, 7.0405, 0.3041], [-0.6572, -5.8587, -1.4699], [-3.6974, -7.2242, -4.4408], [-3.8790, -5.4067, -6.1165], [-5.3953, -5.0525, -2.6173], [-0.2127, -6.7005, -2.6202], [6.1035, 5.7779, 1.1605], [0.3107, 5.6626, -3.0354], [7.8171, 3.4456, 2.7129], [4.1958, -0.6209, 3.9010], [4.8842, 3.6546, 1.3010], [-6.6714, 1.7078, 3.3842], [4.3660, -3.4749, 2.4945], [-5.1964, 1.2763, 3.3856], [-0.0607, -2.7721, 2.8205], [-0.9544, 0.1196, -5.2255], [7.3777, 3.5622, 1.1279], [-0.5881, -0.8248, -0.8961], [-2.9064, -4.0029, 2.6410], [4.2038, -0.9609, 2.4594], [1.8088, -2.8264, -3.7957], [-4.7024, -6.1096, -1.6435], [-6.7570, -5.5165, -3.1049], [5.0430, -2.1518, 2.0524], [-0.2135, 0.1128, 0.2886], [-1.7319, -1.0877, -5.4571], [-1.4506, -5.1391, 4.5265], [1.4945, 6.2971, 0.6590], [-7.1535, 1.3335, 4.2733], [5.2236, -1.1172, -2.8630], [2.5914, -3.1681, -5.7727], [-7.5534, 0.0150, 2.4499], [0.6360, -6.2198, -3.1122], [-3.5247, -4.7047, 4.5136], [4.0910, -2.3180, 0.0803], [0.1022, -0.0616, -4.9922], [-5.0905, -5.8717, -0.6207], [8.6676, -1.8142, 4.3526], [-1.4097, -0.5350, 3.6034], [-5.9556, -0.7220, -0.3468], [-0.5569, 2.4854, -1.9171], [4.9269, 4.9099, -0.4063], [-1.6854, -3.4024, 5.8779], [-2.7436, -6.8742, -4.0470], [-4.6085, -3.4796, 1.3320], [8.7821, 3.9446, 2.7628], [6.0685, 2.8836, -0.2371], [-0.8611, 3.7049, 5.2587], [-4.7785, -4.9700, 1.9845], [2.8228, -3.5984, -2.0728], [-0.7019, 2.9607, 1.9722], [-2.0505, 6.3152, -3.1443], [4.8355, 3.5421, 2.3595], [-1.5884, -5.7401, 5.4059], [-0.9121, -2.2691, -4.1565], [8.5903, 1.8926, 0.3444], [-2.8589, -5.1406, -5.9892], [3.4333, -3.5873, 1.9573], [-1.4273, 2.8130, 3.5257], [-3.1369, 0.2883, 1.8566], [5.8205, 5.3087, 3.3703], [-3.3673, -7.8728, -5.3046], [-4.9328, -7.0610, -1.9748], [-3.9051, -6.1104, -6.9049], [-1.1462, -4.4072, 1.2579], [-4.4251, -3.3388, -1.8000], [0.9358, 1.5619, 3.6231], [4.0944, 2.1174, -3.7500], [-2.4285, -5.5427, 1.0212], [1.0097, 7.8973, 1.4039], [-3.7591, -1.6720, -5.9960], [9.4815, 3.4528, 0.3672], [-2.5919, 4.4287, 2.1958], [2.3151, -1.9021, -3.6023], [4.1147, -3.5886, 3.6007], [2.0409, -4.7969, -2.9701], [-4.2039, -7.8283, -3.6968], [-0.8393, 3.9812, -6.1564], [-8.5507, 1.4953, 2.5187], [4.9877, -4.3435, 2.3776], [-7.4777, 1.1156, 0.0263], [3.8331, 0.4878, -0.4086], [0.3645, 4.9694, 5.4768], [-3.5699, 6.0123, -3.6769], [-0.5850, 6.5024, 4.5805], [6.0277, 0.5361, 3.9775], [5.8168, -2.9765, 0.2468], [0.3319, 3.6781, -1.2121], [-0.9961, -2.7511, -1.0902], [2.3894, 2.6972, 3.9286], [-1.2195, -1.5442, -6.2864], [-5.8053, -2.9753, -2.7542], [0.4562, -4.6182, 0.0305], [-4.7930, 3.3591, 4.0096], [3.6734, -1.4416, 4.4565], [-5.9268, -7.2595, -6.0381], [5.4244, -1.2771, 0.0832], [-3.1444, 3.8771, -6.1194], [0.0001, -3.7570, 2.5357], [-4.7126, 2.1750, 5.3059], [4.0267, 3.0475, 1.0111], [-1.0651, -6.8466, -3.2173], [-3.2854, -0.1368, -6.7370], [-3.7257, 1.7386, -0.4239], [7.0970, 6.5463, 3.0197], [-7.8291, -7.0465, -4.1157], [-5.3138, -0.0756, 5.0287], [-0.0964, 7.9054, 3.5671], [-0.7654, 5.4706, 0.8183], [-1.4084, 6.7535, 1.7789], [4.6455, -0.1687, 1.8872], [7.1203, 3.9879, 3.2838], [2.4114, 6.9427, 1.9222], [-4.4586, -4.5074, -6.3662], [1.1174, -2.2527, -5.7588], [1.7210, 2.3868, 2.4208], [1.3539, -5.8586, -0.7570], [-5.0332, 0.9161, -1.3365], [7.8715, 2.3593, 3.0130], [-3.4298, 2.2494, 4.1482], [-2.2718, 6.2331, -4.8959], [-5.1135, 2.6514, -0.8212], [-1.9585, 5.1955, 3.6425], [0.0773, -7.6499, -2.1962], [-3.0899, -6.0832, 3.3889], [-0.1903, -2.2471, 1.9022], [6.6301, -3.7400, 4.5972], [7.0287, 7.5694, 0.5520], [-1.3295, 0.8091, -4.4347], [5.1682, 0.8805, -4.3983], [5.6148, -0.4911, 5.5162], [7.9054, -0.5571, 5.2638], [-1.5364, -6.3506, -0.9878], [-4.2897, -0.7700, 0.3248], [-7.1567, -4.6498, -3.5755], [8.1174, 3.0084, -0.8203], [-0.1260, -3.6913, 5.3381], [-6.9962, 2.6174, 0.8815], [3.5969, 0.3001, 4.0223], [0.8662, 3.4108, 5.7557], [0.8169, -0.1386, 0.7407], [-3.1609, -3.6304, -4.0148], [0.2418, -3.3665, -2.5776], [-2.2859, 3.5509, -0.6489], [-2.2106, -1.1699, -2.2731], [3.1860, -1.0623, 2.1194], [-3.6196, -5.8921, -1.6343], [1.8682, 3.3960, -2.8322], [6.9359, -2.5820, 5.9477], [5.2889, -2.8308, 5.4217], [-0.5898, -5.4943, 3.9375], [1.1200, -3.9932, -5.4423], [0.2997, 6.2462, -3.9464], [0.2005, -0.7875, -1.5824], [8.3122, -0.3676, 3.4880], [2.5909, 0.8801, -1.5790], [-1.9821, -1.1748, 5.2580], [-0.3484, 1.1149, -0.0658], [6.0326, 1.8713, 1.1851], [1.7591, 3.8594, -4.5304], [-2.6434, 2.6521, -2.8603], [1.2772, 5.7977, -2.5535], [0.2239, -6.3569, 0.4178], [-1.8198, -4.6923, -2.6203], [1.0317, 2.2804, -3.9305], [1.1242, 7.0224, 4.4168], [5.6102, 0.9766, -1.9580], [-6.5568, -5.5200, -5.8793], [-5.8766, -1.0281, 1.3650], [6.2761, 6.7932, -0.7294], [-3.9726, -0.4459, 3.8913], [-3.5034, -0.1273, -4.9454], [-6.2665, -7.5033, -3.5270], [-0.2821, 6.0998, -2.2509], [8.5961, 6.0541, 0.1439], [-6.6549, 2.8168, 3.3906], [3.6056, -4.2251, -3.4736], [-3.8458, 2.8612, -4.8647], [-4.3381, 4.4331, -5.1371], [-7.2911, -5.8376, -2.1605], [5.3040, 6.9288, 2.8272], [-2.4991, -3.8606, 0.5094], [-0.9674, 0.0742, 1.1068], [5.3373, 7.7235, 0.4472], [3.9312, 5.6105, 0.8292], [-5.4840, -0.8982, 3.4807], [3.0654, 4.8695, 3.0038], [-2.6948, -0.2056, -0.8022], [-1.7201, 0.5467, -2.1375], [3.7113, 2.1832, -1.0284], [3.4128, 0.5042, -4.0035], [7.9336, -2.5120, 1.8957], [-0.9355, 0.7590, -6.1107], [-1.8438, 5.0834, -1.2290], [-1.9389, -2.1381, 1.4103], [-0.2632, -1.1324, 4.9477], [-3.9155, 3.9454, -2.4134], [0.8524, -2.4355, 3.3080], [-6.1840, -3.5525, -1.1815], [-5.0570, -3.6027, 3.0319]],
  "gap_ha": 0.307,
  "e_tot_ha": -4361.46162,
  "de_lowest_kj_mol": 98.6,
  "max_force_ev_per_a": 4.10,
  "total_charge": 0,
  "smiles": "CC1(C)CCCC(C)(C)N1O.CC1(C)CCCC(C)(C)N1O.CC1(C)CCCC(C)(C)N1O.CC1(C)CCCC(C)(C)N1O.CC1(C)CCCC(C)(C)N1O.CC1(C)CCCC(C)(C)N1O.CC1(C)CCCC(C)(C)N1O.CC(C)O.CC(C)O.CC(C)O.CC(C)O.CC(C)O",
  "multiplicity": 1
}

Q: Number 2 is which compound?
A: C78H173N7O12